Entry 1:
ORCA calculation (the ωB97M-V functional and the def2-TZVPD basis) on C23H35F3InN4O2 as an isolated structure in a non-equilibrium geometry.

Geometry as XYZ:
```
68
Properties=species:S:1:pos:R:3
C -1.26 -4.20 -1.98
H -5.87 0.52 -1.81
N 3.53 2.29 -0.70
H 5.65 3.64 7.91
H -2.64 1.72 -0.56
H -2.29 -4.72 1.26
H -1.60 1.83 -3.24
H -7.69 -0.97 0.15
F -5.08 -0.97 -5.97
C 4.86 2.27 -0.43
C -6.50 -0.33 -1.27
H -0.87 2.28 -0.94
C 4.63 4.06 4.03
H -1.04 -3.39 0.81
H 4.99 5.10 5.91
H -2.36 -1.45 -1.84
N -7.26 -0.05 -0.13
H 6.39 2.47 1.05
C -1.59 1.35 -0.99
C -6.50 -1.89 -1.78
H -5.20 -5.24 -2.72
H 2.46 1.09 -2.03
C -5.56 -2.19 -5.29
H 5.54 2.09 -1.25
H -0.94 -5.33 -2.02
H -0.78 0.61 1.05
H -7.53 -2.09 -2.35
O -4.35 -5.30 -0.24
C 3.06 2.01 -2.07
C -1.59 -4.36 0.39
H -2.20 -1.40 -3.76
H -0.29 -3.61 -1.63
H 1.58 2.54 0.00
H 0.06 -0.26 -0.40
C 5.31 2.49 0.87
H -0.70 -5.12 0.18
C -2.92 -1.18 -2.83
H 5.87 0.96 3.40
H -0.94 0.10 -2.82
C -1.81 0.87 -2.56
H 6.75 1.32 5.70
H -1.56 -3.74 -3.01
C 2.63 2.53 0.28
C 4.41 2.72 1.91
F -5.23 -3.36 -6.14
N -2.29 -3.92 -0.87
H 2.30 2.93 2.36
C 6.15 2.08 5.21
H 7.02 2.54 7.54
C -3.59 -4.65 -1.12
H -1.73 -0.73 0.12
H 4.05 4.87 3.61
N 5.91 3.23 5.88
C -4.19 -4.60 -2.68
C -0.97 0.18 -0.02
C 5.65 1.90 3.92
H -6.46 -2.56 -0.80
C 4.89 2.90 3.30
C 5.15 4.21 5.32
C 3.05 2.76 1.59
C 6.48 3.44 7.22
H 2.45 2.86 -2.39
F -7.06 -2.08 -5.25
In -4.78 -2.44 -3.16
O -3.16 0.28 -2.81
H -3.47 -5.08 -3.47
H 7.16 4.29 7.16
H 3.91 1.88 -2.74
```

Results
Gap between HOMO and LUMO (eV): 1.239
Charge: +1
HOMO energy (eV): -7.91

Entry 2:
ORCA calculation (the ωB97M-V functional and the def2-TZVPD basis) on a 5-piece molecular cluster, C23H35IN2O12 overall.

Geometry as XYZ:
```
73
Properties=species:S:1:pos:R:3
N -1.94 0.58 -1.59
C 0.30 -1.61 -1.21
C -0.93 -2.05 -2.01
C -4.18 -2.58 -0.07
O 6.37 0.08 -0.58
H -10.50 0.78 3.58
C -2.98 -2.83 -0.78
H -5.54 -1.09 0.67
O 4.85 0.78 -6.58
H 4.74 1.30 -2.78
C -2.22 -1.80 -1.29
H 8.49 1.40 0.30
H 2.69 -3.89 4.71
C 1.89 -3.60 5.39
H 2.36 1.83 4.90
H 8.39 3.14 -0.09
H -5.80 3.40 1.60
H 0.93 -3.73 4.90
H -3.97 3.03 -0.56
C -6.42 2.51 1.62
H -5.98 1.77 2.29
O 1.89 -1.61 3.64
H 0.41 -0.53 -1.25
C -3.62 2.01 -0.70
H -6.51 2.08 0.63
C 2.21 0.91 4.34
H 4.13 -0.67 0.67
I 2.07 -2.33 -2.20
O 2.21 -0.14 5.31
C 4.81 0.51 -5.28
O -9.73 2.49 2.69
H -0.56 -1.79 0.78
H -0.92 -1.52 -2.96
H -11.03 1.07 1.91
C -10.78 1.54 2.86
O -7.69 2.94 2.12
C -4.63 -1.30 0.13
C -2.41 1.78 -1.40
H 2.82 0.49 0.39
O 5.65 1.33 -4.65
C 7.98 2.15 -0.30
H 6.06 0.12 -2.99
H 4.12 0.29 -8.40
C 5.92 1.09 -0.12
H 2.95 0.09 -7.07
C 3.80 0.16 0.06
C -2.68 -0.46 -1.10
H 1.26 0.95 3.81
H -2.63 -3.84 -0.92
O -8.41 0.81 1.97
H 8.09 1.91 -1.35
H 3.02 0.77 3.63
N -4.34 1.05 -0.19
C -3.88 -0.22 -0.39
C 2.04 -1.35 4.81
O 4.66 1.30 0.24
O 6.60 2.23 0.07
O 2.06 -2.23 5.80
H -0.84 -3.12 -2.22
O 4.14 -0.33 -4.75
C 3.99 -0.04 -7.37
H 3.75 -0.14 -0.98
H 0.47 -3.17 0.30
H -11.63 2.11 3.24
H 6.43 1.87 -2.87
C 5.72 1.13 -3.23
H 1.19 -1.63 0.74
H 4.26 -1.09 -7.28
H -4.74 -3.42 0.32
C -8.59 1.97 2.23
H -1.85 2.61 -1.79
C 0.34 -2.09 0.23
H 1.94 -4.18 6.30
```

Results
SMILES: C[C@@H](I)Cc1cccc2nccnc12.COC(=O)OC.COC(=O)OC.COC(=O)OC.COC(=O)OC
Gap between HOMO and LUMO (eV): 8.615
HOMO energy (eV): -9.00
Relative energy (zero: lowest compared OMol25 entry of this formula, charge and spin) (eV): 0.0000

Entry 3:
ORCA calculation (the ωB97M-V functional and the def2-TZVPD basis) on the molecule C23H35N3O2.

Geometry as XYZ:
```
63
Properties=species:S:1:pos:R:3
H -2.21 1.90 1.60
N 1.09 1.82 0.93
C 3.93 0.56 1.41
H 3.55 -3.50 -1.28
H -2.82 0.72 -1.89
C -3.36 -0.49 1.40
H -1.63 1.51 -3.69
C -0.66 0.48 -0.24
H 1.82 1.69 -1.08
C 4.97 -2.44 -0.02
H -5.04 1.54 -0.69
H -1.28 -0.41 -0.12
C 3.12 0.67 0.26
C 3.99 -3.59 -0.29
C -3.62 0.64 0.64
H 0.90 3.88 0.77
H -0.09 3.01 -1.30
C 0.28 0.63 0.96
C -2.68 1.81 0.62
C 6.00 -2.30 -1.14
N 4.29 -1.19 0.24
H 2.72 2.73 0.05
H -4.02 -2.44 2.00
H -1.32 3.87 -0.37
H 2.03 -1.69 -1.60
H 6.67 -1.46 -0.92
H 0.94 -0.24 1.02
H -8.05 -1.88 0.30
C 0.26 3.00 0.82
H -2.85 2.50 -1.99
H 5.50 -2.65 0.92
C -5.39 -1.54 0.64
C -1.56 1.71 -0.44
C 4.03 1.53 2.53
C -0.68 2.98 -0.39
H 4.52 -4.53 -0.23
H -6.57 -0.34 -0.70
H -7.83 -3.64 0.19
H -0.33 3.07 1.74
H 3.03 1.79 2.87
H 4.52 2.44 2.20
H 3.54 -1.31 -2.44
H 4.59 1.09 3.35
H -7.19 -2.59 -1.09
C 3.38 -0.48 -0.47
H -2.47 -0.52 2.02
C 2.78 -0.92 -1.76
H 2.30 -0.07 -2.24
H 5.53 -2.12 -2.10
N 4.63 -0.56 1.38
H -0.06 0.36 -1.14
H -3.24 2.73 0.43
C -7.37 -2.68 -0.02
C -4.79 0.66 -0.10
C 2.18 1.78 -0.04
C -5.67 -0.41 -0.11
C -2.20 1.62 -1.84
H 3.20 -3.59 0.45
O -6.17 -2.65 0.71
H -0.30 0.66 1.89
C -4.22 -1.56 1.41
H 6.60 -3.20 -1.21
O -1.20 1.58 -2.83
```

Results
SMILES: COc1ccc(CC2(CO)CCN(Cc3c(C)nn(C(C)C)c3C)CC2)cc1
Gap between HOMO and LUMO (eV): 8.632
HOMO energy (eV): -8.00
Relative energy (zero: lowest compared OMol25 entry of this formula, charge and spin) (eV): 2.0409

Entry 4:
ORCA calculation (the ωB97M-V functional and the def2-TZVPD basis) on the molecule C23H35N3O4.

Geometry as XYZ:
```
65
Properties=species:S:1:pos:R:3
N 0.81 1.33 1.09
O -1.47 -0.37 1.38
C -0.19 -3.64 -0.42
H -0.64 -3.14 -1.29
N 0.88 -2.87 0.18
N -1.73 -2.56 1.08
O 1.38 -4.27 -2.90
C 2.02 -2.21 -1.95
C 2.11 -2.89 -0.60
C 1.70 -5.17 -3.93
H -1.32 2.92 4.28
C -3.85 4.95 4.05
O 1.02 -2.99 -5.38
H 0.21 -4.60 -0.75
C -1.26 -3.86 0.65
C -2.96 4.15 5.00
H -2.10 -4.43 0.25
H 0.47 -0.86 -0.35
H -3.70 5.14 1.87
H 1.78 -6.15 -3.44
C 1.34 -0.94 1.64
H 2.66 -0.31 -1.19
H -2.66 -2.48 1.45
H 2.38 -3.93 -0.74
H 2.21 -1.58 1.79
C -1.62 3.97 4.27
C -1.19 3.54 1.77
H -1.47 5.46 2.70
O 3.00 0.75 1.18
H -3.65 6.02 4.16
H 0.58 2.94 -0.21
C 1.47 -2.26 -4.31
C 1.82 0.47 1.29
H -1.52 2.51 1.93
H -0.82 -4.40 1.50
H -0.14 0.98 1.22
H 0.59 -3.15 -7.32
C 2.31 -0.85 -2.06
H 2.89 -2.39 -0.02
H 1.89 -1.98 -6.97
C -1.85 4.44 2.82
C 0.92 -2.37 -6.63
H -1.53 3.85 0.78
H 1.64 -0.37 -5.32
H 0.92 -5.21 -4.69
H 0.18 -1.56 -6.62
C 2.18 -0.20 -3.27
H 2.41 0.85 -3.35
C -1.00 -1.44 1.03
C 0.44 -1.53 0.54
H 0.80 -0.88 2.59
H -4.91 4.78 4.22
H 0.65 4.65 1.65
H -2.84 4.65 5.96
H 0.69 3.33 2.82
H 2.65 -4.93 -4.40
C 1.62 -2.93 -3.08
C 1.00 2.72 0.78
H -3.76 3.48 2.47
C 1.75 -0.90 -4.39
H -0.83 4.55 4.74
H 2.08 2.90 0.76
H -3.42 3.17 5.19
C -3.38 4.48 2.67
C 0.33 3.62 1.83
```

Results
SMILES: COc1cccc(CN2CCNC(=O)[C@H]2CC(=O)NCCCC2CCCC2)c1OC
Gap between HOMO and LUMO (eV): 8.982
HOMO energy (eV): -8.34
Relative energy (zero: lowest compared OMol25 entry of this formula, charge and spin) (eV): 0.8170

Entry 5:
ORCA calculation (the ωB97M-V functional and the def2-TZVPD basis) on C23H35N8NaO7S as an isolated structure in a non-equilibrium geometry.

Geometry as XYZ:
```
75
Properties=species:S:1:pos:R:3
H -5.39 -4.31 -1.18
H 0.00 0.60 -4.33
H -0.29 -2.78 -0.73
C 4.71 -1.20 1.46
H 7.07 -0.15 1.37
S -1.95 -1.56 2.30
N 7.10 -1.03 1.85
H 3.64 0.20 -1.42
O -3.36 1.59 4.17
C -0.10 1.48 3.35
H 7.86 -1.16 2.50
O 5.88 -2.39 3.17
C -4.76 -2.28 -1.47
Na -1.33 0.77 0.75
H 0.66 2.68 5.01
H 1.32 -3.63 -3.02
C -1.34 2.41 3.26
C 0.98 -2.87 -2.32
H 0.31 -1.91 -4.16
H 1.64 1.58 -1.15
O -1.31 2.56 -0.14
N 2.42 -0.41 0.11
H 5.74 -0.49 -0.31
C 1.02 2.21 4.10
N -3.27 -0.64 -1.74
H 2.51 3.10 2.74
C 0.54 2.87 1.85
H 1.98 1.85 -3.55
H -0.76 0.79 -2.73
H -0.91 4.39 2.43
H 1.33 4.28 3.33
C 1.02 1.98 -3.05
O -3.17 -2.24 1.76
O -2.80 0.87 2.12
N 1.25 2.37 -1.66
H -2.78 -0.51 -4.71
C -3.89 -0.83 -2.90
H -0.30 0.47 3.69
N -3.81 -1.53 -0.90
N 0.06 -3.49 -1.37
H -5.51 -2.23 -3.55
C 0.21 0.71 -3.26
H 1.84 1.53 4.35
H 0.94 3.11 0.86
H -0.76 -1.68 -2.77
C -4.85 -1.85 -2.79
H -5.05 -3.40 0.30
H -1.44 2.97 4.18
C 2.33 -0.99 1.30
C -3.53 -0.01 -4.09
C 4.79 -0.62 0.20
O -2.66 4.15 0.70
H 1.31 -1.12 1.67
H -6.54 -3.09 -0.60
C 5.92 -1.61 2.25
N 0.98 -0.45 -2.84
C 1.46 3.24 3.02
C -5.48 -3.33 -0.70
C -1.73 3.35 0.76
H -3.50 -1.63 0.08
H -3.11 0.95 -3.77
H 0.35 2.56 -1.21
H 1.88 -2.46 -1.84
C 3.45 -1.41 2.01
H 0.50 2.82 -3.53
C 3.62 -0.25 -0.44
N -0.82 -1.33 1.40
H 1.18 -0.39 -1.84
H 3.36 -1.87 2.98
C 0.30 -1.72 -3.08
H -4.41 0.18 -4.72
C -2.64 1.57 3.16
H 0.58 -4.13 -0.76
C -0.89 3.36 2.09
O 0.42 1.45 2.00
```

Results
Gap between HOMO and LUMO (eV): 6.210
Charge: -2
HOMO energy (eV): -2.49
Relative energy (zero: lowest compared OMol25 entry of this formula, charge and spin) (eV): 0.0000

Entry 6:
ORCA calculation (the ωB97M-V functional and the def2-TZVPD basis) on C23H36AsN6O5S5Ti as an isolated structure in a non-equilibrium geometry.

Geometry as XYZ:
```
77
Properties=species:S:1:pos:R:3
C -2.91 0.97 3.03
H -5.84 2.75 -2.94
O 1.45 -1.57 3.01
H -3.95 4.00 -1.98
O 3.23 3.87 1.91
Ti 2.05 -2.02 1.22
C -3.31 2.42 3.33
H -2.22 2.41 -2.13
N -3.03 0.92 0.19
H -4.73 3.57 4.45
N 2.31 -0.09 1.24
C 5.05 -3.82 -1.78
C 1.50 -0.39 -2.79
C -4.20 3.02 -1.56
S -0.34 -2.37 0.92
H 3.95 4.11 1.33
H 3.59 -3.73 -0.28
H -3.63 0.32 0.74
H -0.87 0.92 2.56
As 0.54 -4.38 0.65
H -4.69 1.86 4.90
H -5.83 3.00 2.29
O 4.07 -1.76 0.87
C 2.95 -2.48 -1.70
C -4.65 2.55 4.05
N 3.76 -3.45 -1.24
C 1.98 1.92 2.48
H -3.76 0.42 2.61
S 2.52 -4.27 1.71
H -6.33 3.41 -1.38
H 2.29 0.33 -2.58
C 3.43 0.43 0.68
C -5.66 2.70 -1.87
N 3.10 -2.15 -3.03
C 5.32 -3.04 -3.05
H 1.48 2.45 3.28
H -6.79 2.39 3.65
H 0.65 0.13 -3.25
H -4.06 3.09 -0.48
H 6.10 -3.53 -3.65
H 1.22 -2.18 -3.95
H 3.60 -3.96 -3.99
C -1.83 1.17 0.80
H 5.82 -3.61 -1.04
H -2.52 2.86 3.93
C -3.22 1.98 -2.10
H 0.16 -1.69 -1.72
C 1.01 -0.37 3.17
C -3.16 0.70 -1.25
H 0.75 -0.32 -0.79
H -3.50 1.69 -3.12
N 2.06 -1.92 -0.90
C 2.02 -1.48 -3.71
C 1.04 -1.07 -1.51
C 3.75 1.75 0.86
C 2.96 2.53 1.71
C -5.84 2.29 3.12
H -2.32 0.08 -1.60
H -5.79 1.29 2.70
H 5.64 -2.03 -2.79
S -0.50 1.79 0.00
C 4.01 -2.95 -3.81
C 4.34 -0.68 0.23
H -5.91 1.70 -1.52
O 5.26 -0.52 -0.58
H 4.14 -2.46 -4.78
S 0.78 -4.91 -1.41
H 5.04 -4.90 -1.98
H 2.42 -1.06 -4.64
H -3.35 2.97 2.39
C 1.70 0.59 2.24
N -1.78 0.92 2.12
H -2.61 0.45 3.94
O 0.18 0.01 4.00
H -4.08 0.14 -1.40
S -0.71 -5.85 1.52
H 4.65 2.16 0.39
```

Results
Gap between HOMO and LUMO (alpha / beta) (eV): 4.645 / 4.886
Charge: -2
HOMO energy (alpha / beta) (eV): -0.71 / -0.95
2S+1: 2
Relative energy (zero: lowest compared OMol25 entry of this formula, charge and spin) (eV): 2.8422